Entry 1:
Molecular formula: C18H30ClIN3O8S
Method: DFT, ωB97M-V/def2-TZVPD

Values from the calculation:
**ΔE to the lowest compared entry with this formula, charge and spin**: 0.0 kcal per mole
**Orbital gap**: 8.66 eV
**Net charge**: +1
**Strongest force on any atom**: 1.294 eV Å⁻¹

XYZ file:
```
62
C18H30ClIN3O8S (ωB97M-V/def2-TZVPD)
C 4.38546 -1.06738 2.10642
C 3.42608 -2.13636 1.67920
O 2.92556 -2.92891 2.40278
O 3.19126 -2.12926 0.33753
C 1.85198 -2.45681 -0.08120
C 1.43324 -1.46884 -1.17471
C 0.46356 -0.33386 -0.76851
C -0.98886 -0.79805 -1.03568
C -1.39088 -1.98373 -0.18234
O -1.45011 -1.97958 0.99584
I -1.80076 -3.79007 -1.28045
C 0.73121 0.19697 0.66660
C 0.98105 1.71576 0.79009
C -0.25622 2.60978 0.90249
C -1.21646 2.29685 2.07581
C -2.39133 1.38011 1.74793
Cl -0.33115 1.70130 3.52298
N 1.95714 2.15175 -0.26218
C 2.28417 3.59400 -0.29837
C 1.82573 1.49994 -1.43680
N 2.80159 1.39165 -2.31692
C 4.19557 1.82169 -2.19032
C 4.91170 1.11922 -1.04091
O 5.86978 0.45132 -1.24827
N 0.65484 0.80039 -1.74695
H 4.00077 -0.07735 1.84006
H 4.51253 -1.12549 3.18968
H 5.35112 -1.19331 1.60461
H 1.84706 -3.47322 -0.48242
H 1.19360 -2.45498 0.79207
H 2.35821 -1.06392 -1.59747
H 0.95966 -2.03892 -1.98351
H -1.72785 0.00530 -0.89648
H -1.03001 -1.08782 -2.08964
H 1.62563 -0.28797 1.07160
H -0.08342 -0.08566 1.33549
H 1.53581 1.83603 1.72801
H -0.85642 2.59151 -0.02000
H 0.05496 3.65225 1.03278
H -1.62742 3.25947 2.39341
H -2.14338 0.31911 1.83792
H -3.24258 1.60214 2.39654
H -2.72599 1.56984 0.72077
H 1.61554 4.14148 -0.96772
H 2.16750 3.98897 0.71322
H 3.32630 3.76622 -0.57794
H 2.53319 0.92004 -3.17388
H 4.71807 1.51171 -3.09954
H 4.27183 2.91036 -2.12123
H 4.51708 1.25219 -0.02140
H -0.13523 1.43507 -1.63965
C -7.19060 -2.48719 -0.47388
C -6.06220 -2.94581 0.43097
O -4.88118 -2.49159 -0.25740
S -5.17588 -1.12411 -1.01049
O -4.72896 -0.03149 -0.21670
O -4.72051 -1.24956 -2.34871
O -6.75735 -1.19081 -0.93395
H -7.31297 -3.14052 -1.33792
H -8.13740 -2.37470 0.04544
H -6.01028 -4.02459 0.54166
H -6.10338 -2.47055 1.41165
```

---

Entry 2:
Molecular formula: C49H28BrCl4N5O2Re
Method: DFT, ωB97M-V/def2-TZVPD

Values from the calculation:
**Orbital gap (spin up / spin down)**: 4.61 / 4.62 eV
**Spin multiplicity**: 2
**Net charge**: +2
**Strongest force on any atom**: 3.187 eV Å⁻¹

XYZ file:
```
90
C49H28BrCl4N5O2Re (ωB97M-V/def2-TZVPD)
Re -0.96163 0.18137 -0.34606
Cl 6.20197 -6.18583 -3.31136
C 5.07527 -5.00473 -2.78116
C 4.58697 -4.05433 -3.67546
C 3.71597 -3.07793 -3.23326
C 3.30007 -3.04123 -1.90126
C 3.78507 -4.00783 -1.01846
C 4.65747 -4.98513 -1.45256
C 2.43577 -1.91113 -1.45096
C 3.07467 -0.72553 -1.60206
C 4.48757 -0.33513 -1.74256
C 4.16647 0.94737 -1.48516
C 1.71277 1.30977 -1.83826
C 0.59007 1.45927 -2.51126
C -0.16293 1.07407 -3.66406
C -0.82473 1.99147 -4.48726
C -1.47963 1.55857 -5.61916
C -1.51123 0.20137 -5.93546
Cl -2.34043 -0.32473 -7.33656
C -0.85733 -0.72303 -5.11876
C -0.17723 -0.29083 -4.00366
C 0.73197 2.39317 -1.30816
N 0.11197 1.90937 -0.12106
C 0.17517 2.88977 0.79694
C -0.12953 2.65887 2.16834
C 0.29977 3.65327 3.14734
C 1.20507 3.26157 4.14314
C 1.82587 4.20137 4.93684
C 1.51507 5.55227 4.78534
Cl 2.35737 6.73387 5.69604
C 0.53927 5.94567 3.86944
C -0.04613 5.00487 3.04934
C -0.59533 1.40127 2.58364
C -0.97983 0.98077 3.90224
C -1.31873 -0.34053 3.82744
C -1.09493 -0.75583 2.47964
N -0.72343 0.33537 1.74004
C -1.09993 -2.05263 1.92314
C -0.39233 -2.37153 0.74594
C -0.11823 -3.70243 0.32784
C 0.85537 -3.62823 -0.62476
C 1.19847 -2.25193 -0.79386
N 0.37247 -1.48543 -0.02106
C -1.77273 -3.14513 2.65164
C -2.87263 -3.79013 2.07704
C -3.56153 -4.76223 2.77354
C -3.14143 -5.13263 4.04904
Cl -4.01503 -6.31643 4.93144
C -2.01173 -4.53793 4.60644
C -1.34713 -3.54323 3.91984
C 0.72107 4.07827 0.18794
C 1.03627 3.79327 -1.10096
N 2.75777 0.65167 -1.38176
H 4.89547 -4.08353 -4.70846
H 3.35807 -2.33133 -3.92826
H 3.50147 -3.97413 0.02124
H 5.03167 -5.72553 -0.76546
H 5.38817 -0.88453 -1.89806
H 4.62707 1.90487 -1.36376
H -0.78473 3.04597 -4.26776
H -1.95643 2.26777 -6.27506
H -0.88353 -1.76803 -5.37786
H 0.32697 -1.00003 -3.35946
H 1.47817 2.22117 4.23444
H 2.57897 3.90277 5.64944
H 0.26667 6.98697 3.79084
H -0.80203 5.30837 2.34074
H -1.00483 1.61437 4.76804
H -1.66733 -0.97653 4.61684
H -0.57353 -4.58493 0.72994
H 1.31177 -4.44363 -1.14856
H -3.20493 -3.50723 1.08934
H -4.42423 -5.23563 2.33304
H -1.66053 -4.85893 5.57314
H -0.46323 -3.10243 4.35374
H 0.85637 5.01947 0.68604
H 1.43997 4.45217 -1.84676
Br -6.15043 4.70807 -0.86966
C -4.73503 3.47217 -0.74776
C -3.71633 3.45847 -1.69756
C -2.69313 2.54757 -1.55176
N -2.63123 1.67437 -0.54556
C -3.61343 1.67837 0.35854
C -4.67463 2.55777 0.30224
H -3.72713 4.13737 -2.53346
H -1.88963 2.51817 -2.27126
H -3.54303 0.95087 1.15724
H -5.44643 2.52437 1.05354
O -1.97513 -0.81423 -1.29406
O -2.79743 -1.34493 -2.06086
```